# 1
{
  "formula": "C30H47BrEuN4OP2",
  "method": "wB97M-V/def2-TZVPD",
  "species": ["Eu", "Br", "P", "P", "O", "N", "N", "N", "N", "C", "C", "C", "C", "C", "C", "C", "C", "C", "C", "C", "C", "C", "C", "C", "C", "C", "C", "C", "C", "C", "C", "C", "C", "C", "C", "C", "C", "C", "C", "H", "H", "H", "H", "H", "H", "H", "H", "H", "H", "H", "H", "H", "H", "H", "H", "H", "H", "H", "H", "H", "H", "H", "H", "H", "H", "H", "H", "H", "H", "H", "H", "H", "H", "H", "H", "H", "H", "H", "H", "H", "H", "H", "H", "H", "H", "H"],
  "xyz": [[3.771134, -0.837213, 1.129531], [-1.216148, -0.896338, -0.240420], [-1.324506, -0.022220, -3.240094], [-1.562917, -3.874471, 1.952545], [2.413442, 0.188157, 2.745619], [2.790984, 1.861183, 1.229830], [1.215114, 2.137772, 2.970090], [2.725366, 3.159384, -0.670375], [8.383292, 0.273388, -3.733052], [0.049326, -3.201489, 2.454466], [7.311074, 0.718435, -1.636252], [-3.822109, -2.567550, 3.056242], [0.845874, 0.372083, -1.492332], [-2.297954, -1.470146, -3.648248], [-1.844638, -2.330723, -4.819347], [-2.897072, -2.587845, 1.845053], [0.654589, 1.575019, 4.207876], [2.146008, 1.379115, 2.319551], [0.551410, -1.903596, -2.361399], [-2.524648, -5.146945, -0.305731], [-0.093099, -0.629027, -2.013536], [6.248762, -0.164928, -1.944285], [2.237434, 2.910336, 0.580467], [-0.563707, 0.725126, -4.677115], [8.342215, 0.921118, -2.568183], [-1.319018, -4.347324, 0.199273], [-2.286256, 1.250605, -2.356983], [4.139886, -1.344553, -1.283649], [2.102800, 0.022352, -1.094248], [0.087602, 2.070938, -4.387192], [0.687804, -4.266260, 3.364913], [2.708593, -1.194540, -1.446595], [5.040552, -0.262802, -1.115318], [-3.433856, 1.818754, -3.166655], [1.851871, -2.166788, -2.037753], [1.089629, 3.556115, 1.090653], [7.447107, -0.626483, -4.028532], [0.626308, 3.209495, 2.331755], [6.387554, -0.910567, -3.144744], [-4.378684, -3.509117, 3.126742], [0.411850, 2.404137, 4.889492], [-0.389957, -4.940682, 0.145649], [-2.369614, -2.070731, -2.731066], [-3.486749, -2.799179, 0.932445], [0.157720, -0.004231, -5.078418], [-3.252128, -2.397110, 3.975280], [3.703055, 2.939742, -0.859392], [4.765301, 0.691911, -0.615276], [-2.385095, -1.623243, 1.723150], [-1.399141, 0.823724, -5.388989], [0.465688, 1.386490, -1.327712], [0.641317, -3.024780, 1.543249], [-1.585127, 2.038448, -2.046853], [-0.814375, -2.692689, -4.726447], [2.239410, -3.166299, -2.237396], [-2.315358, -5.529055, -1.311776], [4.547954, -2.331715, -1.516021], [-2.504824, -3.204328, -4.879831], [-0.212659, 3.691760, 2.856407], [-3.296725, -1.060381, -3.858500], [-4.538083, -1.746465, 2.949315], [-3.131757, 2.528148, -3.936040], [1.034110, 1.961390, -3.850536], [-0.059845, -4.672271, 4.058897], [7.337498, 1.233793, -0.680920], [0.620427, 4.322052, 0.490718], [1.517179, -3.854758, 3.946932], [1.059053, -5.115999, 2.779750], [-0.569146, 2.735970, -3.807447], [-4.024572, 1.032154, -3.641025], [-4.085592, 2.352660, -2.469306], [2.321534, 3.931401, -1.188403], [-0.239547, 0.974990, 3.978617], [-2.677633, 0.789724, -1.440068], [-0.121718, -2.253766, 2.986904], [0.305546, 2.570325, -5.336942], [9.148531, 1.635818, -2.369805], [5.649097, -1.666383, -3.435460], [1.389501, 0.908010, 4.678741], [-0.074145, -2.659053, -2.842299], [-3.428406, -4.523719, -0.364171], [-2.727169, -6.002312, 0.356078], [2.710336, 0.798171, -0.631986], [-1.903288, -1.793636, -5.768881], [-1.192153, -3.400960, -0.357351], [7.491750, -1.148331, -4.997665]],
  "forces_ev_per_angstrom": [[-0.33, -0.12, 1.50], [-0.44, -0.07, 0.11], [0.23, -0.09, 1.61], [-1.48, -1.62, 0.41], [-0.42, 2.24, -0.45], [-0.49, 0.35, 0.22], [-0.57, -0.01, -0.09], [-0.06, 0.56, 0.86], [0.21, 0.11, -0.42], [0.09, 0.34, 0.05], [-0.11, -0.16, -0.51], [0.03, 0.09, -0.09], [0.66, 0.34, -0.01], [-0.70, 0.14, -0.02], [0.23, -0.21, -0.43], [0.53, 0.26, -0.26], [-0.33, -0.02, 0.56], [0.73, -1.18, 0.37], [0.13, -0.05, -0.19], [0.21, -0.12, -0.17], [1.04, 0.31, -0.01], [1.43, -0.47, -0.21], [0.54, -1.47, -0.42], [0.00, -0.36, -0.15], [-0.72, -0.43, 0.30], [0.02, 0.48, -0.13], [0.01, -0.28, -0.03], [0.05, 1.35, -2.04], [-0.77, 1.52, -1.06], [0.14, 0.48, -0.14], [0.13, 0.11, 0.07], [0.68, -1.06, 1.40], [-0.33, -1.27, -0.16], [-0.43, 0.30, -0.04], [-0.39, -0.56, 0.04], [-0.49, 0.47, 0.38], [-0.57, -0.12, 1.00], [0.68, -0.63, -0.33], [-0.03, 0.39, -0.08], [0.18, 0.20, 0.16], [0.01, -0.37, -0.28], [-0.32, 0.19, -0.04], [-0.06, 0.27, -0.07], [0.40, 0.22, 0.33], [-0.26, 0.23, -0.04], [-0.17, -0.17, -0.03], [-0.52, 0.03, 0.00], [-0.18, -0.37, -0.65], [-0.54, -0.02, 0.12], [0.29, -0.01, 0.01], [0.22, -0.40, 0.12], [0.11, 0.24, 0.22], [-0.13, -0.26, -0.04], [-0.26, 0.07, 0.04], [0.00, 0.24, -0.16], [-0.17, -0.01, 0.14], [0.10, 0.34, -0.48], [0.18, 0.22, -0.06], [0.54, -0.26, -0.37], [0.05, -0.31, 0.09], [0.00, -0.13, 0.09], [0.11, -0.05, -0.04], [-0.16, -0.07, -0.02], [0.25, 0.19, -0.13], [-0.08, 0.12, -0.12], [-0.06, 0.17, 0.26], [0.04, -0.08, -0.03], [-0.07, 0.16, 0.07], [0.20, -0.18, -0.26], [-0.06, 0.11, 0.06], [-0.05, -0.04, -0.26], [0.33, -0.09, 0.16], [0.26, 0.30, 0.09], [0.22, 0.07, -0.39], [0.24, -0.15, -0.11], [-0.03, -0.06, 0.20], [-0.29, -0.33, -0.05], [0.19, 0.46, 0.09], [-0.24, 0.44, -0.25], [0.43, 0.12, 0.33], [0.22, -0.22, 0.06], [0.00, 0.27, -0.24], [-0.29, -0.15, -0.46], [-0.09, -0.05, 0.08], [0.13, -0.77, -0.13], [0.20, 0.34, 0.54]],
  "mulliken_spin": [7.029, -0.019, -0.001, 0.000, -0.005, 0.003, 0.000, 0.001, 0.006, -0.001, 0.008, 0.000, -0.031, 0.001, 0.000, 0.000, 0.000, -0.011, -0.008, 0.000, 0.004, -0.021, 0.000, 0.000, -0.002, 0.000, -0.001, -0.056, -0.003, 0.000, 0.000, 0.006, 0.067, 0.000, 0.009, 0.001, -0.002, -0.001, 0.005, 0.000, 0.000, 0.000, 0.000, 0.000, 0.000, 0.000, 0.000, 0.002, -0.001, 0.000, 0.000, 0.004, 0.000, 0.000, 0.000, 0.000, -0.002, 0.000, 0.000, 0.000, 0.000, 0.000, 0.000, 0.000, 0.000, 0.000, 0.000, 0.000, 0.000, 0.000, 0.000, 0.000, 0.000, 0.000, 0.000, 0.000, 0.000, 0.001, 0.000, 0.000, 0.000, 0.000, 0.021, 0.000, 0.000, 0.000],
  "total_charge": 2,
  "homo_lumo_gap_ev": [5.3, 5.4],
  "multiplicity": 8
}

# 2
{
  "formula": "C10H7OP",
  "method": "wB97M-V/def2-TZVPD",
  "species": ["P", "O", "C", "C", "C", "C", "C", "C", "C", "C", "C", "C", "H", "H", "H", "H", "H", "H", "H"],
  "xyz": [[1.902705, -0.128548, 0.595848], [2.429961, -0.470744, 1.901857], [-0.921957, 0.715933, -0.481113], [-0.259266, -0.195902, 0.287479], [-0.965711, -0.948588, 1.240329], [2.537200, -1.084490, -0.760274], [-2.284795, 0.715750, -0.482756], [-2.306817, -0.957305, 1.237839], [2.903842, -1.888915, -1.603157], [2.219981, 1.484621, -0.031627], [2.301164, 2.399992, -0.828379], [-3.049403, -0.189578, 0.356534], [3.430259, -2.491311, -2.255530], [-2.744581, -1.412886, 2.067184], [-2.636687, 1.548949, -0.970930], [-0.347588, -1.490669, 2.085210], [2.152888, 3.141509, -1.543136], [-0.232496, 1.473656, -0.971421], [-4.128691, -0.221475, 0.156035]],
  "forces_ev_per_angstrom": [[-3.34, 0.28, -2.22], [0.12, -0.39, 1.09], [2.64, 0.70, -0.50], [3.07, -0.82, 2.46], [4.45, -0.65, 0.90], [0.16, -1.48, -0.94], [-0.66, -1.90, 1.91], [-1.78, 0.58, -0.21], [-0.77, 2.39, 2.46], [0.21, 1.03, -1.17], [-0.54, -1.86, 1.67], [1.24, 1.77, -2.44], [0.43, -0.95, -1.07], [-1.13, -1.13, 0.87], [-1.88, 1.30, -1.34], [-1.42, 0.99, -1.88], [0.26, 0.96, -0.63], [-1.52, -0.80, 0.19], [0.48, -0.01, 0.84]],
  "nbo_charge": [1.833, -1.028, -0.261, -0.176, -0.237, -0.441, -0.211, -0.224, -0.105, -0.443, -0.107, -0.188, 0.230, 0.216, 0.211, 0.240, 0.234, 0.231, 0.227],
  "homo_lumo_gap_ev": 10.0,
  "multiplicity": 1,
  "smiles": "C#CP(=O)(C#C)c1ccccc1"
}

# 3
{
  "formula": "C8H12NO",
  "method": "wB97M-V/def2-TZVPD",
  "species": ["O", "N", "C", "C", "C", "C", "C", "C", "C", "C", "H", "H", "H", "H", "H", "H", "H", "H", "H", "H", "H", "H"],
  "xyz": [[-2.478108, -0.212137, 1.297882], [-0.391808, -0.133426, 0.282800], [-1.824919, -1.003264, 0.488997], [-1.880412, -2.045791, -0.218831], [0.200766, 0.858669, -0.337464], [-1.766425, -3.184167, -0.811824], [1.509039, 0.367286, 1.599455], [0.483557, -0.756627, 1.249856], [-0.468673, 1.708336, -1.325843], [1.488227, 1.180478, 0.293792], [-0.128826, -0.994998, 2.109308], [-0.349157, 1.316668, -2.378624], [0.755082, -1.630884, 0.772437], [-1.984425, -3.412203, -1.832592], [-1.467083, -4.013561, -0.266846], [1.005342, 1.038522, 2.436590], [0.018394, 2.629055, -1.207617], [-3.317635, 0.103656, 1.022807], [2.510253, 0.150944, 2.082958], [2.236967, 0.755915, -0.370157], [-1.514417, 1.783682, -1.074493], [1.440474, 2.272007, 0.512675]],
  "forces_ev_per_angstrom": [[0.25, -0.52, 1.62], [-0.14, -0.45, -0.20], [2.28, 4.27, -1.45], [-0.48, -1.11, -0.51], [-2.84, -1.75, 1.31], [-0.41, 0.29, -0.80], [-0.91, 0.99, 1.96], [0.19, 2.06, 2.12], [0.03, -1.45, -1.17], [0.30, 0.12, 0.87], [0.12, -0.29, 0.32], [-0.09, 0.48, 1.09], [1.48, -2.02, -0.54], [-0.42, 0.34, -0.56], [0.85, -1.45, 1.13], [0.75, -1.39, -1.68], [0.33, 1.61, -0.47], [-1.39, 0.25, -0.72], [-1.14, -0.25, -1.19], [0.66, 0.90, -0.30], [-0.38, 0.06, -0.15], [0.97, -0.69, -0.68]],
  "nbo_charge": [-0.656, -0.303, 0.446, -0.069, 0.473, -0.293, -0.412, -0.234, -0.681, -0.492, 0.224, 0.276, 0.216, 0.241, 0.232, 0.223, 0.247, 0.521, 0.267, 0.262, 0.251, 0.261],
  "total_charge": 1,
  "homo_lumo_gap_ev": 10.4,
  "multiplicity": 1,
  "smiles": "C=C=C(O)[N+]1=C(C)CCC1"
}

# 4
{
  "formula": "C8H7N5",
  "method": "wB97M-V/def2-TZVPD",
  "species": ["N", "N", "N", "N", "N", "C", "C", "C", "C", "C", "C", "C", "C", "H", "H", "H", "H", "H", "H", "H"],
  "xyz": [[-0.446273, -1.798328, 0.082822], [0.974390, -0.013733, 0.441304], [-0.699926, 1.806179, 0.213979], [-3.417645, -1.290764, 0.000934], [-2.913471, 0.919836, -0.566844], [-2.473656, -0.395438, -0.193194], [-2.099568, 1.906554, -0.225596], [2.316218, 0.653502, 0.720418], [0.678665, -1.435884, 0.366170], [-1.153904, -0.664434, -0.123384], [4.398060, -0.122025, -1.059978], [-0.340714, 0.514728, 0.074154], [3.409678, 0.239568, -0.377156], [-3.244138, -2.228987, -0.496138], [2.020455, 1.843476, 0.708302], [5.396719, -0.486035, -1.201086], [-4.163154, -0.554304, -0.798681], [1.512426, -2.258425, 0.450582], [-2.430924, 3.044330, 0.160836], [2.676766, 0.320188, 1.822558]],
  "forces_ev_per_angstrom": [[-4.13, -1.88, -0.85], [-1.91, -1.46, -0.77], [-3.16, -2.07, -2.00], [-5.06, 0.03, -4.84], [1.28, -0.61, 2.10], [1.20, 2.68, -1.71], [2.52, 2.27, 3.05], [-0.75, 0.59, -0.38], [8.20, 0.14, 1.30], [1.08, 3.62, 0.46], [-3.62, 1.35, 3.52], [2.06, 0.48, 1.35], [1.83, -0.46, -0.12], [-0.13, 1.78, 1.22], [1.15, -3.10, -0.02], [-0.29, 0.07, -0.65], [1.42, -3.28, 3.18], [-1.28, 2.16, 0.16], [0.23, -3.16, -2.17], [-0.66, 0.86, -2.83]],
  "nbo_charge": [-0.448, -0.429, -0.528, -0.758, -0.546, 0.392, 0.270, -0.275, 0.271, -0.074, -0.241, 0.393, -0.032, 0.401, 0.283, 0.248, 0.405, 0.201, 0.211, 0.254],
  "homo_lumo_gap_ev": 9.3,
  "multiplicity": 1
}

# 5
{
  "formula": "C5H7NOS",
  "method": "wB97M-V/def2-TZVPD",
  "species": ["S", "O", "N", "C", "C", "C", "C", "C", "H", "H", "H", "H", "H", "H", "H"],
  "xyz": [[-2.216367, -0.018496, -0.207706], [0.677332, 2.127460, -0.223484], [1.095369, -1.585449, -0.410003], [0.263283, -1.195783, 0.783656], [0.646064, 0.723835, -0.046917], [1.536693, -0.274512, -1.001952], [-0.608268, -0.193289, 0.071730], [0.912446, 0.134223, 1.309993], [1.969831, 0.116150, 1.719090], [2.555452, -0.134070, -0.781759], [0.014409, 2.628566, 0.369416], [0.312506, -1.932848, -1.205902], [-0.348579, -2.123131, 1.161093], [1.270108, 0.017795, -2.012087], [0.100586, 0.635087, 2.032275]],
  "forces_ev_per_angstrom": [[1.52, -0.13, 0.23], [-1.16, -0.26, 0.65], [-2.32, -1.00, -3.46], [-1.86, -0.39, -1.66], [0.12, -0.70, -0.74], [-2.24, 2.06, 2.08], [-1.99, 1.09, -0.73], [-0.26, -0.11, 3.53], [-1.27, 0.08, -0.36], [1.35, 0.29, -0.05], [1.37, -1.66, -1.28], [2.66, 0.63, 2.86], [1.81, 2.01, 0.21], [0.09, -0.81, -0.30], [2.18, -1.10, -0.99]],
  "nbo_charge": [0.034, -0.700, -0.581, -0.166, 0.159, -0.235, -0.065, -0.425, 0.237, 0.197, 0.492, 0.358, 0.250, 0.216, 0.228],
  "homo_lumo_gap_ev": 8.4,
  "multiplicity": 1
}

# 6
{
  "formula": "C7H10O",
  "method": "wB97M-V/def2-TZVPD",
  "species": ["O", "C", "C", "C", "C", "C", "C", "C", "H", "H", "H", "H", "H", "H", "H", "H", "H", "H"],
  "xyz": [[1.700932, 0.343870, 2.626490], [-1.217264, -0.345535, 0.256961], [-0.445676, -1.356749, 0.668864], [-1.822923, 1.642763, -1.272530], [-0.959640, 0.544825, -0.775498], [0.736153, -1.436746, -0.061942], [1.244960, -0.446822, -0.925361], [0.427404, 0.572795, -1.140213], [1.481046, -2.076076, 0.422214], [-0.651630, -2.148787, 1.372687], [-2.328961, -0.248222, 0.494787], [1.916259, -0.617861, 2.111789], [-2.857315, 1.604387, -0.993221], [1.064155, 0.659727, 1.924302], [-1.303724, 2.664828, -1.138636], [2.208776, -0.574280, -1.364778], [0.593202, 1.257545, -1.934694], [-1.507360, 1.680603, -2.408057]],
  "forces_ev_per_angstrom": [[-0.13, -3.74, -3.53], [-6.36, 2.14, -1.05], [2.37, -1.18, -1.35], [2.98, 1.62, -2.75], [3.47, 0.19, 2.04], [2.24, -0.47, 2.23], [-0.15, -2.41, 1.62], [-3.43, 1.41, -2.41], [-0.11, -0.65, -0.88], [-0.38, 0.36, 0.22], [1.44, -0.51, 0.64], [-0.67, 3.91, 2.40], [-0.41, 0.14, -0.29], [0.80, -0.08, 1.18], [-1.14, -1.33, 0.98], [0.50, 0.18, -0.12], [0.88, 0.94, -0.41], [-1.92, -0.52, 1.49]],
  "nbo_charge": [-0.932, -0.215, -0.229, -0.648, 0.004, -0.225, -0.219, -0.210, 0.194, 0.234, 0.197, 0.463, 0.234, 0.469, 0.237, 0.224, 0.194, 0.228],
  "homo_lumo_gap_ev": 9.7,
  "multiplicity": 1,
  "smiles": "Cc1ccccc1.O"
}

What did we get for energy above the lowest of the compared OMol25 structures with the same formula, charge and spin? Answer: 2.915, 0.704, 2.690, 4.893, 3.956, 2.011 eV, in the order shown.